# 1
The following is a quantum chemistry calculation of a structure of composition FH10LiO5 in a non-equilibrium geometry, from OMol25.

## Properties
Gap between HOMO and LUMO (eV): 7.820
Electronic energy (Ha): -489.6104
E_LUMO (Ha): -0.0652
Multiplicity: 1
HOMO level (Eh): -0.353

Each line ends with the Löwdin charge.
Geometry (Å):
Li 0.4322 0.8531 2.1579  0.86
F 0.4712 0.4058 0.2156  -0.50
O 2.0284 0.4869 -1.6309  -0.09
H 2.8736 0.7841 -1.2780  0.02
H 1.3538 0.4331 -0.9069  -0.07
O -1.2431 -0.8809 2.1326  -0.06
H -1.6374 -0.4665 1.3678  0.06
H -1.9437 -0.6656 2.7532  0.07
O -0.7825 2.2763 -0.8455  -0.06
H -0.8611 2.9849 -0.2130  0.01
H -0.1039 1.6671 -0.5232  -0.05
O -0.7145 -0.6560 -1.8534  -0.06
H 0.0407 -1.1751 -2.1234  0.03
H -0.5294 -0.3171 -0.9678  -0.04
O 0.2554 -2.3195 0.4113  -0.04
H 0.6799 -1.4955 0.2480  -0.03
H -0.3196 -1.9152 1.0558  -0.04

Forces on atoms 1 to 6 (eV/Å):
-0.206 -0.840 -1.394
-0.183 0.151 3.127
0.326 -0.093 -0.513
-0.314 -0.089 0.129
1.266 0.196 -0.626
-0.231 1.334 0.913

# 2
The following is a quantum chemistry calculation of a cluster of 3 separate species, C2H4N4OS in total in a non-equilibrium geometry, from OMol25.

## Properties
Gap between HOMO and LUMO (eV): 7.406
Electronic energy (Ha): -770.8043
E_LUMO (Ha): -0.0325
Multiplicity: 1
HOMO level (Eh): -0.305

Each line ends with the Löwdin charge.
Geometry (Å):
C 0.6830 -0.1258 -0.8154  -1.05
C -0.1572 0.6063 1.0049  -0.46
H -2.2924 1.2069 2.0285  0.31
H -2.5674 -1.2399 1.6881  0.23
H -0.6320 -1.5385 -1.1011  0.11
H 0.4331 1.5752 2.2042  0.16
N -2.2684 0.0535 1.0577  -0.03
N -0.9935 -0.3556 0.6454  -0.18
N -0.5805 -0.6034 -0.7330  0.07
N 0.8491 0.8009 0.1102  0.14
O -0.4979 1.2653 2.0933  0.07
S 1.6775 -0.7673 -1.8916  0.64

Forces on atoms 1 to 6 (eV/Å):
-0.568 -0.202 -0.426
2.064 -0.880 -3.483
0.437 -4.509 -3.301
0.286 5.149 -1.493
-0.653 -0.452 0.371
-0.575 1.183 1.328

# 3
The following is a quantum chemistry calculation of the molecule C6H10O in a non-equilibrium geometry, from OMol25.

## Properties
Gap between HOMO and LUMO (spin up / spin down) (eV): 7.795 / 9.018
Electronic energy (Ha): -309.6952
E_LUMO (spin up / spin down) (Ha): 0.0017 / 0.0159
Multiplicity: 1
HOMO level (spin up / spin down) (Eh): -0.285 / -0.316

Each line ends with the Löwdin charge.
Geometry (Å):
C -1.9267 -0.7232 0.0300  0.09
C -0.9371 -0.0656 -0.8630  -0.47
O -0.6997 1.3294 -0.6259  -0.08
C 0.6923 1.5046 -0.4195  -0.17
C 1.2165 0.1193 -0.0043  -0.31
C 0.7369 -0.2617 1.4091  -0.05
C 0.3358 -0.7276 -0.8536  -0.01
H -0.3540 -0.4529 1.3906  0.05
H -1.6613 -1.6539 0.5256  0.06
H -2.9757 -0.6456 -0.2517  0.06
H -1.4010 -0.2294 -1.8581  0.16
H 1.1888 1.8587 -1.3373  0.12
H 0.8262 2.2596 0.3632  0.12
H 2.2978 0.0157 -0.1429  0.14
H 0.8612 0.5499 2.1310  0.08
H 1.2526 -1.1625 1.7505  0.09
H 0.5474 -1.7148 -1.2437  0.12

Forces on atoms 1 to 6 (eV/Å):
-0.894 -0.328 -0.115
-1.130 -0.163 -0.861
-0.327 -0.242 0.039
0.470 0.052 0.257
-0.192 0.001 0.025
-0.059 0.267 0.433

# 4
The following is a quantum chemistry calculation of a structure of composition C15H45INaO20P5 in a non-equilibrium geometry, from OMol25.

## Properties
Gap between HOMO and LUMO (eV): 7.287
Electronic energy (Ha): -4270.4819
E_LUMO (Ha): -0.0073
Multiplicity: 1
HOMO level (Eh): -0.275

Each line ends with the Löwdin charge.
Geometry (Å):
Na 1.0154 0.7614 -1.8884  0.28
I 0.5030 -1.1715 0.4048  -0.35
C 4.6046 1.3440 0.4309  -0.10
O 4.4014 2.6094 -0.1197  -0.22
P 3.0544 3.4219 0.1065  0.50
O 2.0646 2.6193 -0.6285  -0.26
O 3.4218 4.8900 -0.6151  -0.22
C 2.5557 5.9807 -0.5160  -0.12
O 3.0414 3.6533 1.7062  -0.20
C 1.8632 3.5410 2.4558  -0.11
H 3.7112 0.7805 0.1619  0.07
H 4.8309 1.3243 1.4969  0.10
H 5.4508 0.8608 -0.0576  0.09
H 2.9998 6.8000 0.0492  0.09
H 1.6231 5.6388 -0.0670  0.08
H 2.4051 6.3430 -1.5329  0.09
H 2.1372 3.2253 3.4624  0.10
H 1.2131 2.8165 1.9654  0.08
H 1.3189 4.4837 2.3983  0.09
C -2.2840 6.3027 0.4831  -0.11
O -3.5063 5.6547 0.8590  -0.23
P -3.5618 4.8677 2.3006  0.40
O -4.8653 4.2284 2.6368  -0.23
O -2.3294 3.9230 2.1210  -0.21
C -2.0342 2.9496 3.1295  -0.07
O -3.0649 5.9765 3.3279  -0.23
C -3.7450 7.1150 3.7015  -0.12
H -1.8412 5.9975 -0.4650  0.08
H -1.6891 6.3813 1.3930  0.08
H -2.5224 7.3155 0.1580  0.08
H -2.2881 3.2409 4.1487  0.10
H -0.9528 2.9817 3.2625  0.07
H -2.2471 1.9332 2.7983  0.11
H -3.7544 6.9643 4.7810  0.09
H -4.7922 7.1560 3.4018  0.10
H -3.3059 8.0937 3.5083  0.09
C 6.1924 -5.3937 -3.2413  -0.19
O 5.0493 -6.0768 -3.1334  -0.23
P 3.6167 -5.3117 -3.5046  0.54
O 3.7005 -4.1250 -4.4655  -0.29
O 2.7618 -6.6462 -4.0661  -0.26
C 3.2421 -7.3243 -5.2716  -0.09
O 3.0197 -4.9024 -2.0806  -0.22
C 1.6622 -4.3084 -2.0369  -0.07
H 7.0623 -6.0467 -3.1723  0.09
H 6.1319 -4.6779 -2.4214  0.10
H 6.3554 -5.0125 -4.2493  0.09
H 3.9597 -8.1062 -5.0231  0.08
H 3.7423 -6.6120 -5.9277  0.08
H 2.3754 -7.8506 -5.6714  0.09
H 1.3370 -4.4060 -1.0012  0.06
H 0.9411 -4.8298 -2.6664  0.09
H 1.6134 -3.2301 -2.1883  0.05
C -3.7076 0.5721 -5.4072  -0.08
O -3.2356 1.9230 -5.1455  -0.20
P -2.4881 2.0956 -3.7213  0.47
O -1.3992 1.1404 -3.3232  -0.26
O -2.0174 3.6453 -3.8095  -0.23
C -0.7666 3.9712 -4.4423  -0.09
O -3.6621 2.1695 -2.5801  -0.23
C -3.3650 2.6817 -1.2399  -0.06
H -3.7457 -0.1237 -4.5691  0.09
H -3.1466 0.1671 -6.2495  0.10
H -4.7778 0.6787 -5.5845  0.09
H 0.1159 4.0318 -3.8054  0.08
H -0.7548 4.8859 -5.0350  0.09
H -0.4452 3.0728 -4.9692  0.08
H -3.3472 1.8619 -0.5219  0.10
H -4.1455 3.3843 -0.9477  0.09
H -2.3944 3.1763 -1.2786  0.07
C 0.7072 -4.1358 4.8074  -0.14
O -0.5237 -4.6117 5.2141  -0.26
P -1.5056 -5.7630 4.3892  0.48
O -0.8602 -7.0614 4.1275  -0.24
O -2.7861 -5.8581 5.2871  -0.22
C -3.0411 -6.9935 6.1372  -0.07
O -2.1233 -5.0687 3.0550  -0.21
C -1.6510 -5.5456 1.8017  -0.14
H 0.8257 -3.1453 5.2466  0.09
H 0.6898 -4.1476 3.7176  0.09
H 1.4210 -4.8069 5.2851  0.09
H -3.6581 -6.7270 6.9954  0.09
H -2.1244 -7.4256 6.5382  0.09
H -3.5322 -7.6751 5.4427  0.09
H -2.1769 -6.3599 1.3033  0.09
H -0.6082 -5.4006 1.5197  0.09
H -1.9643 -4.7514 1.1241  0.08

Forces on atoms 1 to 6 (eV/Å):
-0.400 0.024 0.479
0.139 0.253 -0.306
-0.302 -1.461 -0.229
0.873 2.807 0.156
2.753 0.398 -1.295
-1.752 0.697 0.615

# 5
The following is a quantum chemistry calculation of a structure of composition C19H43N6O16PbS2 in a non-equilibrium geometry, from OMol25.

## Properties
Gap between HOMO and LUMO (eV): 9.256
Net charge: +1
Electronic energy (Ha): -3271.1460
E_LUMO (Ha): -0.0871
Multiplicity: 1
HOMO level (Eh): -0.427

Each line ends with the Löwdin charge.
Geometry (Å):
Pb 2.8341 0.4361 1.0298  1.72
N 0.0335 0.1403 -0.4930  -0.53
O 0.8143 -0.6260 0.1522  -0.18
O 0.3776 1.3373 -0.6455  -0.07
O -0.9634 -0.3257 -1.0460  0.04
C -3.5627 -2.9726 -1.0372  -0.13
C -2.6588 -2.4473 0.1000  -0.16
O -2.7390 -3.4664 1.1115  -0.23
S -3.1085 -4.9501 0.5027  0.65
O -4.1266 -5.5277 1.3372  -0.23
O -1.8976 -5.6794 0.2123  -0.25
O -3.7462 -4.3788 -0.8468  -0.19
H -3.0537 -2.8394 -1.9923  0.11
H -4.5832 -2.5902 -1.0443  0.13
H -3.0253 -1.5459 0.5787  0.12
H -1.6291 -2.4206 -0.2441  0.09
C -3.1455 3.9008 -2.5038  -0.15
C -2.0059 3.7323 -1.4587  -0.18
O -1.6797 5.0292 -1.0015  -0.22
S -2.6769 6.1777 -1.6391  0.67
O -2.1232 6.7293 -2.8345  -0.22
O -3.1660 7.0263 -0.5982  -0.21
O -3.7891 5.0908 -2.0809  -0.19
H -3.8978 3.1175 -2.5098  0.14
H -2.7453 3.9797 -3.5156  0.13
H -1.1303 3.2492 -1.8977  0.11
H -2.2244 3.0915 -0.6017  0.12
C 0.5455 -3.1761 2.3711  0.02
C 1.6363 -2.3572 3.0199  -0.51
O 2.4347 -1.7607 2.2769  -0.16
N 1.7440 -2.2902 4.3450  0.05
C 0.7479 -2.7727 5.2936  -0.04
H 0.3804 -4.1909 2.7283  0.10
H 0.7271 -3.2275 1.3016  0.08
H -0.3824 -2.6112 2.4924  0.08
H 2.4590 -1.6659 4.6867  0.15
H 0.1311 -1.9369 5.6272  0.08
H 1.1667 -3.2360 6.1857  0.09
H 0.1501 -3.5441 4.8173  0.08
C -1.4202 0.5201 2.3862  0.03
C -0.2460 0.9839 3.2272  -0.52
O 0.8923 0.7986 2.7806  -0.11
N -0.5035 1.4780 4.4451  0.04
C 0.5870 1.8924 5.3329  -0.03
H -2.3499 0.5311 2.9659  0.09
H -1.3148 -0.5213 2.0953  0.07
H -1.5483 1.1968 1.5431  0.08
H -1.4710 1.5725 4.6991  0.14
H 1.5391 1.6338 4.8827  0.08
H 0.5657 1.2563 6.2210  0.09
H 0.4659 2.9356 5.6051  0.09
C -0.8407 -4.8729 -5.1382  0.00
C -0.5942 -4.0079 -3.9142  -0.55
O -1.3340 -3.0593 -3.7063  0.03
N 0.4220 -4.3735 -3.1150  0.03
C 0.7836 -3.6307 -1.9290  -0.07
H -0.9765 -4.2381 -6.0112  0.08
H -1.7549 -5.4502 -5.0072  0.09
H -0.0301 -5.5682 -5.3651  0.07
H 0.9718 -5.1871 -3.3210  0.14
H 0.5198 -2.5756 -2.0164  0.07
H 1.8513 -3.6509 -1.7146  0.08
H 0.2299 -3.9998 -1.0612  0.07
C 3.4087 -1.0503 -3.5781  0.03
C 2.8981 -0.0216 -2.5716  -0.50
O 3.1181 -0.1993 -1.3653  -0.16
N 2.1450 0.9762 -3.0380  0.04
C 1.1535 0.8213 -4.1170  -0.03
H 4.4919 -1.1014 -3.4733  0.10
H 3.1239 -0.7857 -4.5907  0.08
H 3.0388 -2.0292 -3.2768  0.08
H 1.8877 1.6679 -2.3483  0.12
H 0.2587 1.3852 -3.8759  0.09
H 0.8942 -0.2347 -4.1760  0.09
H 1.5524 1.1457 -5.0772  0.09
C 0.3783 3.8490 1.4600  0.03
C 1.8720 3.9429 1.3447  -0.49
O 2.5200 2.8815 1.2218  -0.19
N 2.4254 5.1381 1.2538  0.04
C 3.8220 5.4832 1.1089  -0.04
H -0.0252 3.0121 0.8950  0.06
H -0.0825 4.7672 1.0951  0.08
H 0.1447 3.6391 2.5062  0.09
H 1.8233 5.9338 1.4097  0.15
H 4.0380 6.1736 0.2941  0.09
H 4.3319 4.5721 0.7886  0.09
H 4.2150 5.8715 2.0462  0.09

Forces on atoms 1 to 6 (eV/Å):
-1.338 -0.442 -0.168
0.176 -0.106 -1.444
-0.146 -0.008 0.505
-0.144 -0.122 0.502
0.538 0.534 0.670
-0.097 0.386 -0.326

# 6
The following is a quantum chemistry calculation of a structure of composition C27H34CdCl2N5O7S3 in a non-equilibrium geometry, from OMol25.

## Properties
Gap between HOMO and LUMO (eV): 7.977
Net charge: +1
Electronic energy (Ha): -4132.0273
E_LUMO (Ha): -0.1179
Multiplicity: 1
HOMO level (Eh): -0.411

Each line ends with the Löwdin charge.
Geometry (Å):
Cd 1.6130 0.4175 -0.5595  1.35
O -0.3164 -0.2868 0.6786  -0.55
S -0.0040 -0.3219 2.1054  0.88
C -1.4882 0.2878 2.9294  -0.28
C -2.7711 -0.1211 2.2308  -0.20
C -3.0854 0.5404 0.8613  -0.22
C -3.0536 2.0636 0.8877  -0.31
S -1.7249 2.9114 -0.0435  0.98
O -0.3605 2.3712 0.2836  -0.59
C -1.7979 4.4400 0.8639  -0.42
C -2.8257 5.3247 0.5644  -0.09
C -2.9391 6.4806 1.3192  -0.07
C -2.0491 6.7357 2.3583  -0.07
C -1.0268 5.8396 2.6361  -0.06
C -0.8880 4.6741 1.8700  -0.07
C -0.0372 -2.0613 2.6450  -0.39
C -0.3685 -2.9862 1.6714  -0.10
C -0.5227 -4.3163 2.0429  -0.05
C -0.3672 -4.6837 3.3709  -0.06
C -0.0752 -3.7292 4.3327  -0.05
C 0.0819 -2.3885 3.9839  -0.07
H -1.3665 1.3861 2.9070  0.09
H -1.4733 -0.0527 3.9827  0.11
H -3.6000 0.1655 2.9050  0.13
H -2.8184 -1.2185 2.1214  0.12
H -4.1344 0.2463 0.6605  0.12
H -2.4704 0.1346 0.0510  0.09
H -2.9765 2.4430 1.9136  0.09
H -3.9980 2.4756 0.4595  0.11
H -3.5017 5.1122 -0.2694  0.12
H -3.7398 7.1973 1.0817  0.12
H -2.1646 7.6539 2.9564  0.12
H -0.3143 6.0277 3.4496  0.12
H -0.0637 3.9605 2.0348  0.10
H -0.4905 -2.6645 0.6263  0.11
H -0.7821 -5.0576 1.2871  0.11
H -0.5108 -5.7098 3.6896  0.11
H 0.0540 -4.0220 5.3840  0.12
H 0.2751 -1.6180 4.7440  0.08
N 2.1167 2.5150 -1.7807  -0.02
N 1.4767 2.5907 -2.9890  0.00
C 0.5771 1.6190 -3.2738  -0.38
N -0.0135 1.6932 -4.4864  0.20
N 0.4099 0.6387 -2.3760  0.06
N -0.5741 -0.4000 -2.5661  -0.38
O -0.5129 -1.2689 -1.7285  0.04
O -1.3679 -0.3546 -3.4994  0.05
H 1.8311 3.2231 -1.0927  0.10
H 3.1456 2.5037 -1.8751  0.12
H 1.6247 3.3859 -3.6146  0.17
H 0.0491 2.5529 -5.0190  0.12
H -0.8394 1.1189 -4.6188  0.09
Cl 1.3082 0.7992 4.5018  0.77
C 1.3496 1.1553 2.8141  -0.57
Cl 2.3924 -1.4535 1.0975  0.13
C 2.6745 1.3747 2.1389  -0.87
O 3.6406 1.2265 2.8703  0.05
O 2.6437 1.7951 0.9679  -0.13
H 0.6619 1.9978 2.6298  0.05
C -1.0510 -4.9713 -3.2767  -0.04
C 0.2018 -4.1660 -2.9189  -0.25
C 0.6716 -3.1429 -3.7543  -0.05
C 1.7893 -2.3879 -3.3941  -0.10
C 2.3964 -2.6490 -2.1755  -0.43
C 1.9886 -3.6844 -1.3314  -0.10
C 0.8604 -4.3973 -1.6947  -0.04
S 3.7679 -1.6077 -1.6540  0.86
C 4.9100 -1.9990 -2.9642  -0.24
O 3.3692 -0.1809 -2.0751  -0.64
H -1.2395 -4.9203 -4.3550  0.08
H -1.9536 -4.5837 -2.7583  0.09
H -0.9088 -6.0307 -3.0138  0.08
H 0.1423 -2.9185 -4.6925  0.12
H 2.1828 -1.5769 -4.0222  0.11
H 2.4926 -3.8238 -0.3623  0.09
H 0.4394 -5.1479 -1.0122  0.11
H 4.4205 -1.8423 -3.9445  0.06
H 5.2549 -3.0396 -2.8453  0.07
H 5.7534 -1.2937 -2.8728  0.07

Forces on atoms 1 to 6 (eV/Å):
0.934 -0.018 0.743
0.130 0.066 0.040
0.123 0.073 0.315
0.206 0.674 0.508
-0.447 -0.136 -0.406
-0.486 -0.542 -0.020

The highest electronic energy belongs to which entry?
C6H10O

Look up the multiplicity of the fourth one.
1